{
  "formula": "C18H46IrN2OSSeSi2Te",
  "method": "wB97M-V/def2-TZVPD",
  "s_squared": 8.7762,
  "e_above_lowest_kcal_mol": 6.4,
  "gap_ev": [8.85, 6.05],
  "total_energy_ev": -126495.0025,
  "charge": 2,
  "multiplicity": 6,
  "species": ["Ir", "C", "Si", "C", "C", "C", "Te", "C", "Si", "C", "C", "C", "H", "H", "H", "H", "H", "H", "H", "H", "H", "H", "H", "H", "H", "H", "H", "H", "H", "H", "H", "H", "H", "H", "C", "O", "H", "H", "H", "H", "Se", "C", "C", "C", "C", "N", "C", "S", "N", "C", "C", "C", "C", "H", "H", "H", "H", "H", "H", "H", "H", "H", "H", "H", "H", "H", "H", "H", "H", "H", "H", "H", "H"],
  "xyz": [[0.191, 0.875, 0.973], [-2.182, -3.337, 2.036], [-2.488, -2.641, 3.734], [-4.278, -2.676, 4.194], [-1.412, -3.432, 5.022], [-1.978, -0.789, 3.617], [0.089, -0.614, 3.194], [0.703, 0.261, 5.010], [0.496, 2.154, 5.197], [0.814, 2.470, 6.986], [1.750, 2.936, 4.079], [-1.226, 2.607, 4.669], [-2.365, -4.414, 2.019], [-1.152, -3.184, 1.696], [-2.855, -2.877, 1.305], [-4.613, -3.712, 4.305], [-4.900, -2.203, 3.429], [-4.454, -2.167, 5.146], [-1.731, -4.465, 5.184], [-1.497, -2.913, 5.982], [-0.356, -3.467, 4.740], [-2.140, -0.246, 4.551], [-2.524, -0.298, 2.810], [1.753, -0.007, 5.152], [0.111, -0.276, 5.759], [1.806, 2.122, 7.281], [0.073, 1.968, 7.614], [0.760, 3.541, 7.199], [2.769, 2.637, 4.339], [1.699, 4.027, 4.150], [1.565, 2.664, 3.036], [-1.989, 2.144, 5.302], [-1.416, 2.323, 3.628], [-1.359, 3.691, 4.744], [2.756, -1.334, 0.277], [2.001, -0.137, -0.044], [3.819, -1.114, 0.255], [2.515, -2.129, -0.425], [2.474, -1.640, 1.278], [2.309, 0.216, -0.887], [0.391, 3.122, 0.384], [-5.982, 1.159, 1.176], [-5.821, 2.407, 0.310], [-4.772, 3.380, 0.848], [-3.356, 2.827, 0.796], [-2.958, 2.585, -0.604], [-2.319, 1.541, -1.095], [-1.835, 0.182, -0.083], [-2.062, 1.461, -2.387], [-2.412, 2.486, -3.387], [-3.890, 2.518, -3.781], [-4.361, 1.340, -4.634], [-4.488, 0.011, -3.889], [-6.793, 0.531, 0.807], [-6.217, 1.430, 2.209], [-5.075, 0.544, 1.184], [-6.774, 2.934, 0.247], [-5.569, 2.111, -0.715], [-4.990, 3.615, 1.893], [-4.814, 4.330, 0.303], [-3.291, 1.882, 1.330], [-2.650, 3.522, 1.252], [-3.268, 3.285, -1.266], [-1.622, 0.610, -2.699], [-1.802, 2.280, -4.265], [-2.089, 3.456, -3.000], [-4.036, 3.446, -4.338], [-4.524, 2.586, -2.889], [-3.693, 1.226, -5.493], [-5.338, 1.604, -5.042], [-3.520, -0.415, -3.612], [-4.989, -0.730, -4.513], [-5.081, 0.127, -2.977]],
  "forces_ev_per_angstrom": [[-0.2, -0.3, -0.5], [0.0, -0.1, -0.1], [0.1, 0.2, 0.0], [-0.2, 0.0, 0.0], [0.1, -0.1, 0.1], [-0.1, -0.2, 0.1], [-0.1, 0.2, 0.0], [0.0, 0.0, 0.1], [0.0, -0.2, -0.1], [0.0, 0.1, 0.2], [0.2, 0.1, -0.1], [-0.2, 0.1, 0.0], [0.0, 0.1, 0.0], [0.0, 0.0, 0.0], [0.0, 0.0, 0.0], [0.0, 0.1, 0.0], [0.0, 0.0, 0.1], [0.0, 0.0, -0.1], [0.0, 0.0, 0.0], [0.0, -0.1, 0.0], [0.0, 0.0, 0.0], [0.0, 0.0, -0.1], [0.1, 0.1, 0.1], [-0.1, -0.1, 0.0], [0.1, 0.0, -0.1], [0.0, 0.0, 0.0], [0.0, 0.0, 0.0], [0.0, -0.1, 0.0], [0.0, 0.0, 0.0], [0.0, -0.1, 0.0], [0.1, 0.0, 0.0], [0.0, 0.0, 0.0], [0.0, 0.0, 0.0], [0.0, -0.1, 0.0], [0.0, -0.1, 0.0], [-0.1, 0.1, 0.0], [0.0, 0.0, 0.0], [0.0, 0.0, 0.0], [-0.1, 0.0, 0.1], [0.0, 0.1, 0.0], [0.0, -0.2, 0.2], [0.0, 0.0, 0.0], [0.0, -0.1, 0.1], [0.0, 0.0, -0.1], [-0.1, 0.0, -0.1], [0.1, 0.0, 0.3], [-0.2, 0.1, 0.0], [0.4, 0.1, 0.1], [0.1, 0.0, 0.0], [-0.1, -0.1, 0.0], [0.0, -0.1, 0.0], [0.0, -0.1, 0.1], [0.0, 0.0, 0.0], [0.0, 0.0, 0.0], [0.0, 0.0, -0.1], [0.0, 0.0, 0.0], [0.0, 0.0, 0.0], [0.0, 0.0, 0.0], [0.0, 0.0, 0.0], [0.0, 0.0, 0.0], [0.0, 0.0, 0.0], [0.1, 0.0, 0.0], [0.0, 0.0, 0.0], [0.0, 0.0, 0.0], [0.0, 0.0, 0.0], [0.0, 0.0, 0.0], [0.0, 0.0, 0.0], [0.0, 0.0, 0.0], [0.0, 0.0, 0.0], [0.0, 0.0, 0.0], [0.0, 0.0, 0.0], [0.0, 0.0, 0.0], [0.0, 0.0, 0.0]],
  "lowdin_charge": [0.4205, -0.1797, 0.3854, -0.1630, -0.1810, -0.5254, 1.3144, -0.5245, 0.3943, -0.1629, -0.1801, -0.1796, 0.0493, 0.0163, 0.0342, 0.0508, 0.0382, 0.0456, 0.0494, 0.0447, 0.0251, 0.0205, -0.0169, 0.0267, 0.0268, 0.0486, 0.0466, 0.0504, 0.0499, 0.0527, -0.0586, 0.0435, -0.0036, 0.0500, -0.0690, -0.3024, 0.1016, 0.0996, 0.0499, 0.1025, 0.3354, -0.0926, -0.2452, -0.1807, -0.1973, 0.0492, -0.7547, 0.5915, 0.0345, -0.1425, -0.1906, -0.2395, -0.0966, 0.0817, 0.0845, 0.0526, 0.1179, 0.0873, 0.1262, 0.1216, 0.0694, 0.1024, 0.1389, 0.1302, 0.1365, 0.1255, 0.1252, 0.0964, 0.1151, 0.1156, 0.0563, 0.0817, 0.0731]
}